The following is a quantum chemistry calculation of a 8-piece molecular cluster, C3H21NO10 overall, from the Open Molecules 2025 dataset.

Calculated values
**E**: -934.02383 a.u.
**Strongest force on any atom**: 3.17 eV Å⁻¹
**HOMO-LUMO gap**: 0.374 Eh
**ΔE to the lowest compared entry with this formula, charge and spin**: 150.41 kJ/mol
**SMILES**: N[C@@H](CO)C(=O)O.O.O.O.O.O.O.O

Last column: Mulliken charge in e.
CARTESIAN COORDINATES (ANGSTROEM)
1 N 2.6561 0.9817 0.8703  -0.668
2 C 1.7053 0.8972 -0.2528  0.891
3 C 1.1629 2.0966 -1.1624  -0.750
4 O -0.2321 2.0086 -0.9178  -0.370
5 C 2.2329 -0.1344 -1.2280  0.110
6 O 1.6103 -0.7686 -2.0374  -0.643
7 O 3.5845 -0.0447 -1.2303  -0.488
8 H 3.5330 1.2583 0.4512  0.242
9 H 2.5056 1.6186 1.6137  0.253
10 H 0.7018 0.6192 0.2831  0.021
11 H 1.2703 1.7919 -2.2046  0.301
12 H 1.6825 2.9907 -0.8615  0.382
13 H -0.6751 2.8465 -0.7745  0.216
14 H 3.8307 -0.7701 -1.8523  0.443
15 O 2.2276 -2.8190 -0.2642  -0.678
16 H 1.8121 -2.2852 -0.9716  0.398
17 H 1.4962 -3.4686 -0.2610  0.340
18 O -3.4113 -1.0444 -0.6588  -0.627
19 H -4.1733 -0.6602 -0.2369  0.300
20 H -2.6621 -1.1671 -0.0958  0.352
21 O -1.9806 0.9590 -2.7185  -0.746
22 H -1.1520 1.0769 -2.1770  0.360
23 H -2.1935 0.0312 -2.5022  0.311
24 O -3.6209 1.5928 -0.2095  -0.655
25 H -3.0387 1.4603 -0.9741  0.383
26 H -3.0121 1.7116 0.5553  0.315
27 O -1.3180 1.6773 3.0317  -0.628
28 H -1.6731 1.0744 3.6807  0.304
29 H -0.5513 1.3019 2.6006  0.323
30 O -1.8754 -2.4145 1.3526  -0.596
31 H -2.6741 -2.7721 1.7572  0.276
32 H -1.2621 -3.1594 1.3641  0.280
33 O 0.8006 -2.1709 1.8916  -0.535
34 H 1.1219 -2.3618 2.7843  0.229
35 H 1.5711 -1.9540 1.3549  0.353

The following is a quantum chemistry calculation of a 8-piece molecular cluster, C3H21NO8S overall, from the Open Molecules 2025 dataset.

Calculated values
**E**: -1181.30622 a.u.
**Strongest force on any atom**: 8.16 eV Å⁻¹
**HOMO-LUMO gap (alpha / beta)**: 0.352 / 0.160 Eh
**⟨S²⟩**: 0.753
**Spin multiplicity**: 2
**Net charge**: +1

Last column: Mulliken spin population.
CARTESIAN COORDINATES (ANGSTROEM)
1 O 2.0360 -0.2016 -1.7278  0.007
2 C 0.9229 0.1233 -1.6523  -0.003
3 N 0.3900 0.2531 -0.4008  0.014
4 C -1.0420 0.4103 -0.0608  0.066
5 C -1.9889 -0.8652 -0.4679  -0.069
6 S -3.3221 -0.4665 -1.5982  0.924
7 H 0.3671 0.3518 -2.6323  -0.002
8 H 0.9921 -0.1836 0.3176  -0.001
9 H -1.5772 1.3949 -0.3431  -0.027
10 H -0.8005 0.4650 1.0289  0.011
11 H -2.3480 -1.0734 0.5925  0.020
12 H -1.4640 -1.8047 -0.7081  0.067
13 H -2.5053 0.2610 -2.3641  -0.013
14 H 0.7436 -3.5005 -2.6658  0.000
15 H 1.0848 -1.9126 -3.0938  0.000
16 O 0.6461 -2.8586 -3.4129  0.000
17 H -3.0597 -1.1002 2.6247  0.000
18 H -1.7986 -1.7244 3.6291  0.000
19 O -2.3017 -1.7757 2.7290  0.001
20 H -2.1649 2.0206 1.9783  0.000
21 H -2.6314 0.9189 2.9680  0.000
22 O -2.2863 1.0858 2.1598  0.004
23 H 3.3959 -2.1656 -0.5124  0.000
24 H 4.8039 -1.3619 -0.8537  0.000
25 O 4.2609 -1.7953 -0.2394  0.000
26 H -0.5437 2.9327 -2.2265  0.000
27 H 0.2934 3.0475 -3.4936  0.000
28 O -0.4737 2.6629 -3.1561  0.000
29 H 2.9607 -0.2676 1.9102  0.000
30 H 3.0150 -1.5136 1.1113  0.000
31 O 2.5247 -0.9570 1.6446  0.000
32 H 0.1354 2.8064 3.2832  0.000
33 H 1.2255 3.5366 3.0433  0.000
34 O 0.5099 3.2574 2.5887  0.000